Version A
Here is an isolated molecule of C21H29N5O2 from OMol25. Energies are from ωB97M-V/def2-TZVPD.

Geometry as ORCA input:
```
! RIJCOSX wB97M-V def2-TZVPD def2/J DEFGRID3
* xyz 0 1
H -0.0836 0.0546 -1.9849
C 4.9103 4.5161 3.5446
H -2.4093 -7.5765 -6.0527
C -0.0382 0.4283 1.0285
H -4.0240 -8.1537 -6.3166
C -1.6879 -5.8523 -4.2013
H 0.5267 1.2321 0.5492
C -0.9690 -0.2305 0.0096
C 5.7017 6.9785 3.1743
C -1.2888 -3.6274 -3.3586
C -0.3709 -2.6053 -2.7353
H 5.8458 7.1673 2.1088
C -2.9790 -5.4979 -4.5700
H -0.5905 -3.2256 -0.2217
C -1.4161 -2.5646 -0.5390
C 4.6925 5.9031 3.4214
H 6.6699 6.7028 3.5922
H 0.6796 -0.3067 1.3991
O -5.1426 -6.2819 -5.1578
H -2.7695 -1.3124 0.6138
H 0.5144 -3.1175 -2.3166
H 0.8861 5.3415 4.1668
H -1.1179 2.7310 1.2958
C 0.9122 3.5149 3.0082
N -1.0373 -1.8064 -1.7301
H 5.3993 7.9172 3.6385
C -0.8528 -4.9236 -3.5968
C 1.4653 4.4191 4.0960
C -2.5869 -3.2790 -3.7225
H -1.1449 4.1269 3.2594
C -1.7002 -1.4945 0.5206
H -1.3287 -6.8641 -4.3453
H -4.4388 -3.9429 -4.5856
C -0.2160 -0.7202 -1.2262
H 0.7940 -1.0741 -0.9410
H -0.7084 2.7232 4.2031
H 2.6999 6.9021 3.6435
C -3.4253 -4.2059 -4.3144
N 3.7881 3.8560 3.7971
H -0.0076 -1.9310 -3.5174
H -2.2765 -3.2010 -0.7461
H 5.8455 3.9844 3.4612
N 2.8405 4.7965 3.8431
H -1.3420 -1.7922 1.5043
C -3.9409 -6.4516 -5.2121
H 1.0476 3.9964 2.0343
N -1.1298 2.3248 2.2207
H -2.9374 -2.2746 -3.5212
C -0.5627 3.2019 3.2322
C 3.3387 6.0337 3.6288
H 1.4144 3.9211 5.0666
O -1.1925 0.2227 3.1011
N -3.3910 -7.5215 -5.8591
H -1.7114 0.5036 -0.3163
C -0.7934 0.9619 2.2329
H 0.1469 -5.2162 -3.2973
H 1.4924 2.5897 2.9901
*
```

Results
Orbital gap (eV): 9.6
SMILES: Cc1cnn(CCCNC(=O)C[C@@H]2CCN(Cc3ccc(C(N)=O)cc3)C2)c1
E_LUMO (eV): 0.67
HOMO energy (eV): -8.89

Atomic partial charges in e from the natural (NBO) method, atoms 1 to 6:
1 H 0.202
2 C -0.058
3 H 0.393
4 C -0.500
5 H 0.406
6 C -0.189


Version B
Here is an isolated molecule of C21H29N5O2 from OMol25. Energies are from ωB97M-V/def2-TZVPD.

Geometry as ORCA input:
```
! RIJCOSX wB97M-V def2-TZVPD def2/J DEFGRID3
* xyz 0 1
C -2.8468 4.9065 0.9998
C 2.6202 0.9015 1.0325
C 5.8115 1.9360 4.5191
N 1.1999 0.0798 -0.7966
H 6.7481 -0.0650 2.7999
H 4.3889 2.0033 0.5850
N 11.7509 1.1700 7.1868
H 1.1432 -0.2239 -1.7559
H 6.8572 0.7829 6.7460
H 7.9847 2.6282 3.0682
H -2.7286 0.7976 0.3812
H -5.9636 4.8135 -0.4955
C 9.9592 1.4555 5.5645
C 2.4610 0.4107 -0.3954
H -4.3754 2.4520 -0.4930
C 5.6982 0.2270 2.7869
C -3.7805 3.1818 0.0323
C -5.0700 5.3997 -0.2824
H 3.4501 1.5032 3.4260
C 7.6273 1.1528 6.0792
H 0.2170 -0.0248 1.0331
N -2.6376 2.8336 0.6653
N -2.0530 3.8775 1.2606
H 5.1666 -0.4048 3.5220
H 10.3866 2.3519 3.6798
C 9.5999 2.0317 4.3497
C 8.9636 1.0109 6.4255
H 11.1101 1.4495 7.9068
H -5.3394 6.1577 0.4532
C 5.0456 0.1146 1.4070
H -2.5988 5.8836 1.3847
N 5.5414 1.6367 3.1305
H -4.7875 5.9185 -1.2002
O 3.4070 0.2985 -1.1528
H -1.7448 1.3221 1.7483
C 7.2653 1.7487 4.8786
H -0.0855 2.3075 0.1378
H 5.5314 2.9784 4.7002
H 12.7337 1.1901 7.4012
H 5.7814 0.1978 0.6106
H 5.1891 1.3172 5.1908
C 11.4205 1.3212 5.8684
H 1.9394 1.7425 1.2002
H 9.2189 0.5136 7.3532
C -0.0174 0.1579 -0.0167
C -3.9620 4.5321 0.2240
C -0.7456 1.4902 -0.1581
C 8.2673 2.1840 4.0141
H -1.0139 1.6573 -1.2045
H 4.5429 -0.8443 1.2759
C 4.0519 1.2999 1.3461
H -0.6710 -0.6609 -0.3280
C 4.1824 1.9504 2.7249
H 4.0144 3.0291 2.7137
O 12.2625 1.3232 4.9928
H 2.2996 0.1074 1.7165
C -1.9958 1.5374 0.7077
*
```

Results
Orbital gap (eV): 9.4
SMILES: Cc1cnn(CCCNC(=O)C[C@@H]2CCN(Cc3ccc(C(N)=O)cc3)C2)c1
E_LUMO (eV): 0.63
HOMO energy (eV): -8.75

Atomic partial charges in e from the natural (NBO) method, atoms 1 to 6:
1 C -0.057
2 C -0.508
3 C -0.224
4 N -0.620
5 H 0.213
6 H 0.224


Which is most stable, and by how much? version B, by 0.0190 hartree.


Version A
Here is a cluster of 2 separate species, C2H6N2O in total from OMol25. Energies are from ωB97M-V/def2-TZVPD.

Geometry as ORCA input:
```
! RIJCOSX wB97M-V def2-TZVPD def2/J DEFGRID3
* xyz 0 1
H 1.0450 0.2901 2.3360
H 1.3134 -1.2876 -1.2386
H -1.4438 1.9970 -1.2330
H 2.2924 -0.7007 0.7116
C -1.7061 1.0725 -0.6783
H -1.3651 1.0694 0.3662
N 0.5110 0.0711 1.5020
O -2.2911 0.1788 -1.2269
C 1.1999 -0.5911 0.6705
N 0.6924 -1.1604 -0.4571
H -0.2480 -0.9391 -0.7523
*
```

Results
Orbital gap (eV): 10.5
SMILES: [H]/N=C/N.C=O
E_LUMO (eV): 0.91
HOMO energy (eV): -9.60

Atomic partial charges in e from the natural (NBO) method, atoms 1 to 6:
1 H 0.348
2 H 0.383
3 H 0.092
4 H 0.141
5 C 0.271
6 H 0.155


Version B
Here is an isolated molecule of C2H6N2O from OMol25. Energies are from ωB97M-V/def2-TZVPD.

Geometry as ORCA input:
```
! RIJCOSX wB97M-V def2-TZVPD def2/J DEFGRID3
* xyz 0 1
O 1.2787 1.0878 0.6149
C -0.8579 0.7383 -1.2240
H -1.4488 1.4175 -0.6126
H -0.1037 1.3400 -1.7355
N 0.9999 -1.0439 1.3892
H -1.4876 0.2505 -1.9573
H -0.5091 -1.2486 -0.5059
N -0.2434 -0.2838 -0.4000
C 0.6920 0.0325 0.5298
H 1.4829 -0.6981 2.2066
H 0.1970 -1.5921 1.6948
*
```

Results
Orbital gap (eV): 10.6
SMILES: CNC(N)=O
E_LUMO (eV): 0.84
HOMO energy (eV): -9.72

Atomic partial charges in e from the natural (NBO) method, atoms 1 to 6:
1 O -0.641
2 C -0.407
3 H 0.197
4 H 0.213
5 N -0.855
6 H 0.202


Version C
Here is a cluster of 2 separate species, C2H6N2O in total from OMol25. Energies are from ωB97M-V/def2-TZVPD.

Geometry as ORCA input:
```
! RIJCOSX wB97M-V def2-TZVPD def2/J DEFGRID3
* xyz 0 1
C 0.0853 1.6241 -1.2904
N 1.3321 2.1546 -1.1145
O -0.7729 1.5813 -0.4410
H -0.0178 -2.0998 0.1110
N -0.1508 -2.6788 0.9351
H -0.9120 -2.5790 2.8040
H 1.7677 2.6307 -1.8814
H -1.8940 -1.6762 1.5287
H -0.1014 1.1299 -2.2605
C -0.9968 -2.2617 1.7698
H 1.6605 2.1751 -0.1608
*
```

Results
Orbital gap (eV): 10.4
SMILES: NC=O.C=N
E_LUMO (eV): 0.88
HOMO energy (eV): -9.50

Atomic partial charges in e from the natural (NBO) method, atoms 1 to 6:
1 C 0.522
2 N -0.853
3 O -0.583
4 H 0.344
5 N -0.622
6 H 0.152


Which is most stable, and by how much? version B, by 0.0653 hartree.


Version A
Here is a cluster of 2 separate species, C2H6N2O in total from OMol25. Energies are from ωB97M-V/def2-TZVPD.

Geometry as ORCA input:
```
! RIJCOSX wB97M-V def2-TZVPD def2/J DEFGRID3
* xyz 0 1
H -2.9993 -1.1093 0.7831
H 2.3365 2.0707 -4.0522
N -1.4789 -0.1156 1.7525
H -1.1623 0.2599 0.9740
H 4.1080 0.9437 -2.0435
N 2.8592 1.9792 -3.2720
C -2.4318 -1.1418 1.7334
O -2.5520 -1.7228 2.7926
H 3.3686 -0.2123 -3.1751
C 3.4532 0.9159 -2.8765
H -1.0259 0.1401 2.6678
*
```

Results
Orbital gap (eV): 10.7
SMILES: NC=O.C=N
E_LUMO (eV): 0.83
HOMO energy (eV): -9.89

Atomic partial charges in e from the natural (NBO) method, atoms 1 to 6:
1 H 0.128
2 H 0.345
3 N -0.827
4 H 0.366
5 H 0.151
6 N -0.610


Version B
Here is an isolated molecule of C2H6N2O from OMol25. Energies are from ωB97M-V/def2-TZVPD.

Geometry as ORCA input:
```
! RIJCOSX wB97M-V def2-TZVPD def2/J DEFGRID3
* xyz 0 1
N 1.9380 -0.3070 0.1186
H -0.2796 -1.4666 -0.0200
C 0.7604 0.3523 0.1676
H 2.8073 0.0880 -0.3413
H -1.4605 1.2866 -0.7203
H 2.0075 -1.3143 -0.0844
H -2.1621 0.6578 1.0996
N -0.3556 -0.4430 0.2019
O 0.7903 1.5701 0.0838
C -1.7211 0.2227 0.0295
H -2.3247 -0.6467 -0.5351
*
```

Results
Orbital gap (eV): 10.4
SMILES: CNC(N)=O
E_LUMO (eV): 0.74
HOMO energy (eV): -9.64

Atomic partial charges in e from the natural (NBO) method, atoms 1 to 6:
1 N -0.845
2 H 0.395
3 C 0.763
4 H 0.408
5 H 0.242
6 H 0.369


Which is most stable, and by how much? version B, by 0.0342 hartree.


Version A
Here is an isolated molecule of C2H6N2O from OMol25. Energies are from ωB97M-V/def2-TZVPD.

Geometry as ORCA input:
```
! RIJCOSX wB97M-V def2-TZVPD def2/J DEFGRID3
* xyz 0 1
O -1.8293 -1.1924 0.0508
H -0.5455 1.4667 -0.9528
N 1.5453 -0.1522 0.0676
C -0.9731 1.0644 -0.0334
H 2.1788 -0.1923 -0.7237
H 2.0268 -0.4530 0.9083
H 0.4595 -1.9455 -0.0468
H -0.3339 1.4573 0.7972
H -2.0458 1.3277 0.1328
N 0.3875 -0.9443 -0.1641
C -0.8704 -0.4364 -0.0358
*
```

Results
Orbital gap (eV): 10.5
SMILES: CC(=O)NN
E_LUMO (eV): 0.84
HOMO energy (eV): -9.64

Atomic partial charges in e from the natural (NBO) method, atoms 1 to 6:
1 O -0.615
2 H 0.235
3 N -0.660
4 C -0.720
5 H 0.358
6 H 0.354


Version B
Here is a cluster of 2 separate species, C2H6N2O in total from OMol25. Energies are from ωB97M-V/def2-TZVPD.

Geometry as ORCA input:
```
! RIJCOSX wB97M-V def2-TZVPD def2/J DEFGRID3
* xyz 0 1
C 0.6826 -0.7924 -2.3260
H 1.4186 -0.2347 -0.6940
H -1.5993 0.8098 0.5584
C -0.5286 0.7016 2.2846
N 1.0277 0.1497 -1.5575
H -0.8672 1.7116 2.5351
H -0.4330 -0.3371 0.4065
H 0.3359 -0.5067 -3.3140
O 0.1347 0.0617 3.0702
H 0.7286 -1.8336 -2.0193
N -0.9000 0.2701 1.0560
*
```

Results
Orbital gap (eV): 10.9
SMILES: NC=O.C=N
E_LUMO (eV): 0.82
HOMO energy (eV): -10.05

Atomic partial charges in e from the natural (NBO) method, atoms 1 to 6:
1 C -0.051
2 H 0.327
3 H 0.385
4 C 0.521
5 N -0.596
6 H 0.110


Which is most stable, and by how much? version A, by 0.0166 hartree.


Version A
Here is an isolated molecule of C5H6O3 from OMol25. Energies are from ωB97M-V/def2-TZVPD.

Geometry as ORCA input:
```
! RIJCOSX wB97M-V def2-TZVPD def2/J DEFGRID3
* xyz 0 1
H -0.1944 -2.3893 -0.2091
H -0.2293 -2.5035 -2.3278
C -0.7506 -0.1802 0.0869
H -0.7660 2.9350 1.2863
C -0.3116 1.8778 0.9831
C 0.9475 1.2831 1.0817
C -0.3764 -1.4624 -0.8418
O -1.3353 1.2089 0.2563
H -0.6946 -0.7780 1.0904
H 1.8325 1.6968 1.6983
O 1.4693 0.0202 0.6468
O -0.6823 -1.6892 -2.0949
C 0.4708 -0.2160 -0.3602
H 0.6204 0.1968 -1.2961
*
```

Results
Orbital gap (eV): 8.9
SMILES: OC1[C@@H]2OC=CO[C@@H]12
E_LUMO (eV): 0.49
HOMO energy (eV): -8.44

Atomic partial charges in e from the natural (NBO) method, atoms 1 to 6:
1 H 0.171
2 H 0.487
3 C 0.016
4 H 0.245
5 C 0.015
6 C -0.014


Version B
Here is a cluster of 2 separate species, C5H6O3 in total from OMol25. Energies are from ωB97M-V/def2-TZVPD.

Geometry as ORCA input:
```
! RIJCOSX wB97M-V def2-TZVPD def2/J DEFGRID3
* xyz 0 1
C -0.5090 1.1754 2.3789
H 1.0074 -2.0558 -2.6413
C 0.6610 -1.0332 -2.8852
H -0.4294 -0.8714 -3.0653
H -0.4831 2.0628 3.0431
O 1.0154 -0.1873 -1.9869
O -1.3004 0.0338 0.6036
O 0.7020 -1.0148 0.0277
H -2.6057 1.2158 1.6999
C 0.1169 -0.2843 0.7866
H 1.5022 0.4356 2.3803
C 0.5718 0.4501 1.9204
C -1.5634 0.9320 1.5195
H 1.3143 -0.8589 -3.7814
*
```

Results
Orbital gap (alpha / beta) (eV): 8.6 / 7.8
E_LUMO (alpha / beta) (eV): -1.23 / -0.43
HOMO energy (alpha / beta) (eV): -9.87 / -8.25

Atomic partial charges in e from the natural (NBO) method, atoms 1 to 6:
1 C -0.313
2 H 0.205
3 C -0.293
4 H 0.156
5 H 0.236
6 O -0.315


Which is most stable, and by how much? version B, by 0.0755 hartree.